[1]
Molecular formula: C16H25N3O3
Method: DFT, wB97M-V/def2-TZVPD

Geometry as XYZ:
```
47
Properties=species:S:1:pos:R:3:forces:R:3
C 3.3084 2.5614 3.0182 0.0 0.2 -0.1
O 3.0108 1.3201 3.6098 -0.1 -0.3 0.1
C 1.8043 0.7475 3.3452 -0.1 -0.1 0.0
C 0.8189 1.2989 2.5351 0.4 0.2 0.0
C -0.3671 0.6131 2.3292 -0.1 -0.2 0.2
C -0.6022 -0.6220 2.9164 -0.2 0.1 0.0
C -1.8504 -1.3966 2.5996 0.2 -0.2 -0.2
C -1.5785 -2.3644 1.4351 -0.2 -0.1 0.1
N -1.0707 -1.6486 0.2897 0.2 0.0 0.3
C -1.7162 -1.5394 -0.8845 0.3 0.3 -0.2
O -2.7258 -2.1506 -1.1739 -0.3 -0.2 -0.1
C -1.0299 -0.5794 -1.8620 0.0 -0.1 -0.2
C 0.3217 -1.1587 -2.3260 0.2 0.1 0.1
C 1.4625 -0.1350 -2.4184 -0.1 0.0 0.0
C 1.1372 0.9807 -3.4069 0.1 -0.2 0.1
C 1.8214 0.4442 -1.0502 0.0 -0.2 -0.3
N -1.9233 -0.3349 -2.9722 0.1 -0.2 0.0
C -2.4583 0.9143 -3.1410 -0.1 -0.2 -0.2
N -3.5353 0.9570 -3.9801 -0.3 0.0 -0.2
O -2.0047 1.9108 -2.6132 0.1 0.4 0.2
C 0.3871 -1.1615 3.7328 0.1 0.1 0.0
C 1.5704 -0.4896 3.9492 0.2 0.1 0.0
H 4.3113 2.8163 3.3570 -0.1 0.0 -0.1
H 2.6096 3.3394 3.3417 0.0 0.0 0.0
H 3.3011 2.4974 1.9252 0.0 0.0 0.0
H 0.9588 2.2562 2.0588 0.1 0.1 0.0
H -1.1253 1.0589 1.7003 -0.1 0.0 -0.1
H -2.1752 -1.9742 3.4656 -0.1 0.0 0.0
H -2.6523 -0.7146 2.3134 0.0 0.0 0.0
H -2.4963 -2.8655 1.1224 0.1 0.0 0.0
H -0.8438 -3.1159 1.7448 -0.1 0.0 0.0
H -0.2794 -1.0461 0.4643 0.0 0.0 -0.1
H -0.8819 0.3835 -1.3626 0.0 -0.1 0.0
H 0.6255 -1.9574 -1.6450 0.0 0.0 0.0
H 0.1697 -1.6085 -3.3089 0.0 -0.1 0.0
H 2.3397 -0.6798 -2.7894 -0.1 0.0 0.0
H 0.9235 0.5663 -4.3894 0.0 0.0 -0.2
H 1.9807 1.6613 -3.4981 0.1 0.1 0.0
H 0.2718 1.5502 -3.0800 -0.1 0.1 0.0
H 1.0196 1.0705 -0.6668 -0.1 0.1 0.1
H 2.7130 1.0617 -1.1327 0.1 0.1 0.1
H 2.0237 -0.3480 -0.3304 0.0 -0.1 0.2
H -2.5198 -1.1276 -3.1763 0.0 0.1 0.1
H -3.7812 0.1651 -4.5460 0.0 0.0 0.0
H -3.8371 1.8647 -4.2882 0.1 0.0 0.1
H 0.2248 -2.1193 4.2055 0.0 -0.1 0.1
H 2.3390 -0.9022 4.5833 0.1 -0.1 0.1
```
Positions in Å, forces in eV/Å.

Frontier orbital gap   9.340 eV
M   307.39 Da
Lowest unoccupied orbital energy   0.77 eV
ΔE to the lowest compared entry with this formula, charge and spin   3.03 kcal/mol
Max |F|   0.5 eV/A

***

[2]
Molecular formula: C16H25N3O4S
Method: DFT, wB97M-V/def2-TZVPD

Geometry as XYZ:
```
49
Properties=species:S:1:pos:R:3:forces:R:3
C -6.9708 -0.9534 0.3569 0.0 0.2 0.2
C -6.0932 0.2069 0.8098 0.1 -0.2 -0.3
C -4.8525 0.3554 -0.0669 -0.1 0.3 0.4
C -3.9650 1.5100 0.3892 0.0 -0.1 -0.3
C -2.7735 1.7303 -0.5502 0.0 0.0 0.2
C -1.8823 0.5257 -0.6181 0.0 0.4 0.4
C -1.0541 0.1665 0.4131 -0.1 -0.3 -0.8
O -0.9442 0.8771 1.5381 -0.1 0.2 0.1
N -0.2623 -0.9339 0.3669 -0.2 -0.2 0.0
C -0.2702 -1.6689 -0.6892 0.0 0.2 0.5
S 0.8143 -3.0444 -0.7034 0.2 -0.4 -0.2
C 1.4414 -2.8980 0.9973 -0.4 0.1 -0.1
C 1.9456 -1.4994 1.3512 0.2 -0.3 -0.2
O 1.6882 -0.9838 2.4194 0.1 0.1 0.5
N 2.7256 -0.9409 0.4129 0.4 0.1 -0.3
C 3.3906 0.3255 0.5889 0.4 0.0 0.1
C 4.9104 0.1392 0.4474 -0.4 0.2 0.5
C 5.6645 1.4746 0.4673 0.0 -0.2 -0.1
C 5.8112 1.7921 -1.0199 0.0 -0.2 0.0
C 5.9710 0.3938 -1.6110 0.3 0.2 -0.3
O 5.1809 -0.4700 -0.8113 -0.2 -0.1 0.0
N -1.0393 -1.4082 -1.7576 0.0 -0.2 -0.2
C -1.9102 -0.2888 -1.8043 0.3 -0.1 0.3
O -2.5674 -0.1118 -2.8078 -0.2 0.1 -0.3
H -7.2957 -0.8053 -0.6705 -0.1 0.0 -0.1
H -6.4201 -1.8904 0.4079 0.0 -0.1 0.0
H -7.8527 -1.0385 0.9881 -0.1 -0.1 0.0
H -6.6715 1.1332 0.7758 0.0 0.1 0.1
H -5.7856 0.0478 1.8463 0.0 0.1 0.1
H -5.1553 0.5212 -1.1029 0.0 -0.1 -0.1
H -4.2802 -0.5751 -0.0401 0.0 -0.1 -0.1
H -3.5931 1.3144 1.3968 0.0 0.0 0.1
H -4.5549 2.4285 0.4216 0.0 0.0 0.1
H -3.1350 1.9381 -1.5583 0.0 0.1 0.0
H -2.1947 2.5838 -0.1905 0.0 0.1 -0.1
H -0.2759 0.4463 2.0982 0.0 -0.1 -0.1
H 0.6421 -3.1709 1.6851 0.2 0.1 0.0
H 2.2553 -3.6201 1.0719 0.0 0.0 0.0
H 2.9816 -1.4540 -0.4182 -0.2 -0.1 0.1
H 3.1392 0.6955 1.5846 0.0 0.0 -0.1
H 3.0348 1.0325 -0.1682 0.0 0.1 0.1
H 5.2522 -0.5422 1.2371 -0.1 0.1 -0.1
H 5.1191 2.2388 1.0155 0.0 0.1 0.1
H 6.6459 1.3450 0.9235 0.0 0.0 0.0
H 6.6627 2.4319 -1.2370 0.0 0.1 0.0
H 4.9063 2.2655 -1.4017 0.0 0.0 0.0
H 5.6235 0.3131 -2.6432 0.1 0.0 0.1
H 7.0204 0.0709 -1.5644 -0.1 0.0 0.0
H -1.0271 -2.0055 -2.5759 -0.1 0.1 0.1
```
Positions in Å, forces in eV/Å.

Frontier orbital gap   8.838 eV
M   355.46 Da
Lowest unoccupied orbital energy   0.45 eV
ΔE to the lowest compared entry with this formula, charge and spin   6.27 kcal/mol
Max |F|   0.9 eV/A

***

[3]
Molecular formula: C16H25NO2
Method: DFT, wB97M-V/def2-TZVPD

Geometry as XYZ:
```
44
Properties=species:S:1:pos:R:3:forces:R:3
C 2.4369 -1.2242 6.7020 1.5 2.0 2.3
C 1.6655 -0.9838 5.3522 2.2 -0.8 5.9
C 1.5054 0.1861 4.7692 3.2 4.1 6.1
C 0.7259 0.4575 3.7577 4.5 -7.4 5.0
C 0.2239 -0.4689 3.1793 -6.9 -16.3 -4.4
C 0.2858 -1.9014 3.8219 0.2 1.9 -1.3
C 0.9428 -2.0669 5.0184 0.4 -3.1 -4.0
H 1.3827 -3.0843 5.2758 -1.5 1.2 0.2
H -0.0066 -2.8027 3.2822 -0.5 0.6 -0.2
O -0.6673 -0.6038 2.0526 3.2 -10.9 9.2
C -0.7493 0.3446 1.3699 -4.7 14.9 -7.9
C 0.5765 0.8336 0.5813 -14.3 4.7 -6.6
C 0.9063 -0.0091 -0.4181 -1.7 -11.5 -1.9
C -0.1852 -0.7089 -1.5084 6.4 7.4 -1.4
C -0.4168 0.5753 -2.4423 -6.4 -3.2 2.5
N -1.5613 0.0111 -3.3525 5.2 0.4 -1.1
C -0.9173 -0.4455 -4.5850 1.6 -8.2 1.9
C -0.3428 0.4618 -5.5330 5.2 0.6 -4.4
O -1.1984 1.2894 -6.1502 -4.9 2.5 2.6
C -1.9292 1.9215 -4.8691 5.9 4.4 -3.6
C -2.3403 1.0258 -3.8881 -7.9 -3.8 2.7
H -2.9583 1.3572 -2.9444 1.0 0.8 -2.1
H -3.2410 0.3098 -4.4371 1.8 2.1 1.1
H -2.7480 2.5442 -5.2352 0.6 0.2 0.0
H -0.8082 2.5520 -4.4845 -3.7 -1.1 -0.7
H 0.0932 -0.0509 -6.5875 -0.4 0.4 3.4
H 0.5178 1.1779 -5.1074 -1.2 -1.9 -0.4
H 0.0591 -1.3699 -4.3385 -2.7 2.9 -0.3
H -1.6623 -1.2111 -4.9995 0.9 1.4 -0.2
H -1.1213 1.3299 -1.8865 2.4 -0.7 -0.5
H 0.4675 0.8576 -2.9026 1.4 1.1 -0.9
H -0.9647 -0.9186 -0.9841 -5.1 -1.5 2.8
H 0.2237 -1.4884 -2.0863 0.7 -1.0 -0.3
H 1.7700 0.2120 -0.8738 3.3 0.6 -1.9
H 1.0770 -1.0450 0.2317 0.6 1.8 -1.6
H 1.2776 0.9278 1.1117 9.7 2.0 8.1
H 0.3616 1.8715 -0.0961 0.1 -1.7 2.7
H -1.8999 0.2525 0.7473 3.6 0.4 0.8
H -1.0615 1.3261 2.0374 0.5 -1.3 -1.3
H 0.5663 1.2379 3.5201 -3.1 18.2 -5.3
H 1.7481 1.1334 5.3835 0.5 -1.6 -1.0
H 3.0827 -2.1801 6.7585 -0.3 1.8 -0.9
H 1.8727 -1.4545 7.6871 -0.3 0.6 -2.0
H 3.0107 -0.1786 7.0702 -0.9 -3.0 -1.3
```
Positions in Å, forces in eV/Å.

Frontier orbital gap   9.400 eV
M   263.38 Da
Lowest unoccupied orbital energy   0.81 eV
ΔE to the lowest compared entry with this formula, charge and spin   429.97 kcal/mol
Max |F|   19.2 eV/A

***

[4]
Molecular formula: C16H25NO3
Method: DFT, wB97M-V/def2-TZVPD

Geometry as XYZ:
```
45
Properties=species:S:1:pos:R:3:forces:R:3
C -1.7273 -5.3136 2.9655 0.1 -0.2 0.0
O -2.4091 -4.0846 2.9840 -0.1 0.3 0.0
C -2.2303 -3.2279 1.9354 0.0 0.0 -0.1
C -2.9367 -2.0245 2.0014 0.1 -0.2 0.0
C -2.8201 -1.0890 1.0013 0.1 0.0 -0.2
C -1.9939 -1.3212 -0.1020 0.0 -0.1 0.1
O -1.9796 -0.3214 -1.0370 -0.2 0.0 0.3
C -1.0477 -0.3389 -2.0956 0.6 0.1 -0.3
C 0.3609 0.1539 -1.6900 -0.7 0.3 0.0
O 1.1366 -0.8735 -1.1155 0.3 -0.3 0.3
C 0.2454 1.3992 -0.7787 0.0 -0.2 -0.3
N 1.4025 2.2540 -0.7097 0.1 -0.2 0.1
C 2.5518 1.6428 -0.0721 0.3 0.0 0.0
C 3.7037 2.6300 0.1401 -0.2 0.0 0.1
C 3.2429 4.0557 0.4495 0.3 0.0 -0.1
C 3.0237 4.8895 -0.8125 -0.3 0.0 0.1
C 1.7729 4.4991 -1.5941 0.3 -0.1 -0.2
C 1.6950 3.0033 -1.9184 -0.2 0.4 0.1
C -1.2968 -2.5181 -0.1711 0.0 0.3 -0.3
C -1.4139 -3.4629 0.8397 -0.1 -0.2 0.4
H -2.0171 -5.8255 3.8819 0.1 0.0 -0.1
H -0.6412 -5.1725 2.9594 0.0 0.0 0.0
H -2.0187 -5.9236 2.1040 0.0 0.0 0.0
H -3.5722 -1.8479 2.8542 -0.1 0.0 0.1
H -3.3648 -0.1595 1.0454 -0.1 0.1 0.0
H -1.4622 0.3530 -2.8340 0.1 -0.1 0.0
H -0.9723 -1.3311 -2.5541 0.0 0.1 0.0
H 0.8934 0.4174 -2.6108 -0.1 0.1 0.0
H 0.8005 -1.0572 -0.2293 0.0 0.0 0.0
H 0.0130 1.0612 0.2380 -0.1 0.0 -0.1
H -0.5983 2.0008 -1.1255 -0.1 0.0 0.1
H 2.9314 0.7744 -0.6353 -0.1 0.0 0.1
H 2.2074 1.2827 0.9035 0.0 -0.1 0.0
H 4.3106 2.2517 0.9655 0.1 0.0 -0.1
H 4.3461 2.6510 -0.7424 0.1 0.0 0.0
H 4.0083 4.5484 1.0540 0.0 0.0 0.0
H 2.3215 4.0225 1.0309 0.0 0.1 0.1
H 3.9007 4.7913 -1.4578 0.1 0.0 0.0
H 2.9405 5.9430 -0.5338 0.1 0.0 -0.1
H 1.7433 5.0698 -2.5252 0.0 0.1 0.0
H 0.8879 4.7566 -1.0097 -0.1 0.0 0.0
H 2.6274 2.6688 -2.3894 0.0 -0.1 -0.1
H 0.8895 2.8518 -2.6429 0.1 -0.1 0.0
H -0.6502 -2.7450 -1.0043 0.0 0.1 -0.1
H -0.8534 -4.3797 0.7470 0.0 -0.1 0.0
```
Positions in Å, forces in eV/Å.

Frontier orbital gap   8.680 eV
M   279.38 Da
Lowest unoccupied orbital energy   0.79 eV
ΔE to the lowest compared entry with this formula, charge and spin   60.57 kcal/mol
Max |F|   0.8 eV/A